C6H7N4O2S | ωB97M-V with the def2-TZVPD basis set

## Properties
Net charge: +1
Energy relative to the best compared isomer or geometry (same formula, charge and spin): 4.868 eV
HOMO (spin up / spin down): -14.4 / -14.4 eV
Energy: -27213.4118 eV
Frontier orbital gap (spin up / spin down): 7.65 / 7.65 eV

Atoms and positions in Å:
H: -2.59 3.37 -1.21
N: 2.58 -1.48 -2.51
H: -2.76 2.05 -0.02
N: 0.28 2.74 -0.94
N: 1.68 -1.71 -1.88
C: -0.95 2.19 -0.80
C: -2.20 2.88 -0.37
N: -0.90 0.77 -0.89
H: -0.19 -2.25 -1.35
C: 1.05 -1.76 0.55
C: 0.76 -1.89 -1.00
O: 2.06 -1.26 0.95
H: -2.07 3.56 0.39
H: -0.46 -3.09 2.85
O: -0.02 -2.22 1.13
C: -0.02 -2.16 2.52
H: 0.90 -2.09 3.00
H: -0.62 -1.29 2.75
S: 1.53 1.73 -1.10
C: 0.30 0.55 -1.06